No. 1
Formula: C26H23CeN6OS
Source: the Open Molecules 2025 dataset
Level of theory: ωB97M-V with the def2-TZVPD basis set

```
58
Properties=species:S:1:pos:R:3
Ce -0.27414 -0.49758 0.24833
C 1.76810 -2.82581 -2.62902
C 2.45296 -1.61874 -2.67248
C 2.73296 -0.94639 -1.47046
C 2.23341 -1.49239 -0.24667
N 1.26957 -2.49161 -0.32465
C 1.22594 -3.24895 -1.43742
C 2.38398 -0.82316 1.03132
C 3.49676 0.01114 1.29247
C 3.47463 0.78057 2.46898
C 2.39201 0.68099 3.31733
C 1.32222 -0.15641 3.00030
N 1.34126 -0.99734 1.92818
H 1.70411 -3.44885 -3.49994
H 2.85388 -1.21684 -3.64706
H 3.25239 0.00614 -1.50460
H 0.88943 -4.25750 -1.32672
H 4.37987 0.08547 0.61235
H 4.37650 1.35579 2.69794
H 2.40626 1.25952 4.23104
H 0.54269 -0.29558 3.76220
O -1.36067 -1.15868 -1.62993
C -2.37218 -1.84883 -2.12584
C -2.63346 -1.85213 -3.50116
C -3.57041 -2.73662 -4.01304
C -4.29573 -3.53503 -3.16151
C -4.22785 -3.35538 -1.78772
C -3.16233 -2.66542 -1.20767
C -2.92901 -2.61226 0.22241
N -1.81574 -2.11999 0.90678
C -2.00131 -2.44242 2.21989
C -3.26666 -2.98479 2.36887
N -3.84166 -3.10398 1.13790
H -2.07395 -1.12241 -4.05265
H -3.81005 -2.78192 -5.08126
H -4.95271 -4.34269 -3.55643
H -4.99701 -3.79141 -1.15193
H -1.18005 -2.32003 2.96913
H -3.86157 -3.24777 3.22146
H -4.67709 -3.61456 0.87842
N -0.87014 2.64558 -0.94302
C -0.97740 2.25040 0.35311
S -2.27194 1.18620 0.72837
N -0.00070 2.58932 1.25925
C 0.87399 3.77991 1.13481
C 2.18094 3.57568 0.64651
C 3.07875 4.61627 0.69170
C 2.64081 5.90322 0.87918
C 1.29254 6.17005 1.26419
C 0.41498 5.11154 1.34806
H -1.59433 2.29489 -1.53406
H -0.01977 3.14912 -1.23987
H -0.24941 2.33163 2.23243
H 2.44840 2.57725 0.25935
H 4.13891 4.42187 0.48086
H 3.34247 6.74977 0.87293
H 1.03258 7.16257 1.55166
H -0.65606 5.25859 1.52739
```

Computed properties:
charge: +2
E: -62075.4553 eV
orbital gap (alpha / beta): 5.6 / 5.6 eV
maximum force: 0.07182 Eh/bohr
⟨S²⟩: 0.751
E_LUMO (alpha / beta): -0.2567 / -0.2561 hartree
multiplicity: 2

Mulliken population analysis, charges in e, atoms 1 to 2:
1 Ce 0.467
2 C -0.440

No. 2
Formula: C26H23F2N3O3S
Source: the Open Molecules 2025 dataset
Level of theory: ωB97M-V with the def2-TZVPD basis set

```
58
Properties=species:S:1:pos:R:3
C -2.09960 3.30992 -2.56832
O -1.45227 2.54384 -1.52456
C -1.24132 1.21202 -1.64130
C 0.09170 0.77680 -1.77805
N 0.56514 -0.51084 -1.77746
C -0.13138 -1.72928 -1.41859
C 1.93096 -0.50846 -2.03725
C 2.86385 -1.53867 -1.98660
C 4.21956 -1.18533 -1.96387
C 4.61520 0.16584 -1.98759
C 3.67105 1.19615 -2.09199
C 2.32823 0.81666 -2.12035
N 1.19502 1.59803 -1.94196
C 1.25144 3.03973 -1.82282
C -2.42723 0.36386 -1.79217
C -2.57201 -0.52291 -2.88015
C -3.73711 -1.27425 -3.02783
C -4.79133 -1.10932 -2.12373
C -4.67995 -0.19000 -1.07324
C -3.50696 0.53373 -0.90061
H -2.03633 4.34997 -2.25174
H -1.57248 3.18507 -3.52075
H -3.14721 3.01519 -2.66260
H 0.48973 -2.30858 -0.72377
H -1.08771 -1.50600 -0.93702
H -0.30418 -2.33979 -2.31321
H 2.51750 -2.57133 -1.94243
H 4.98274 -1.96273 -1.90442
H 5.67439 0.41874 -1.91874
H 3.95620 2.24839 -2.12156
H 2.30878 3.31597 -1.74402
H 0.83166 3.53394 -2.71305
H 0.73047 3.38702 -0.91904
H -1.74908 -0.60154 -3.59129
H -3.81988 -1.98184 -3.85881
H -5.70835 -1.68009 -2.25253
H -5.51977 -0.02616 -0.39407
H -3.38572 1.23644 -0.07388
O -1.42235 0.42406 5.33417
C -0.77212 -0.19885 4.51762
C 0.09456 -1.40626 4.68109
C 0.45537 -2.07256 5.84609
C 1.38383 -3.11930 5.73722
C 1.95131 -3.45614 4.49631
C 1.60792 -2.74725 3.33785
C 0.66007 -1.73709 3.45788
C 0.21867 -0.75906 2.42763
O 0.54678 -0.64423 1.24722
N -0.65294 0.10154 3.12246
S -1.36493 1.48363 2.37366
C 0.15437 2.31675 1.90679
F -0.18210 3.62855 1.60228
F 1.05057 2.31068 2.95898
H 0.01928 -1.75948 6.79329
H 1.67972 -3.66893 6.63081
H 2.67753 -4.26636 4.43573
H 2.04462 -2.94279 2.36011
H 0.59614 1.81288 1.03425
```

Computed properties:
charge: 0
E: -54217.5248 eV
orbital gap: 5.3 eV
maximum force: 0.05916 Eh/bohr
E_LUMO: -0.0298 hartree

Mulliken population analysis, charges in e, atoms 1 to 2:
1 C -0.957
2 O -0.221

No. 3
Formula: C26H23N4NiSeTe
Source: the Open Molecules 2025 dataset
Level of theory: ωB97M-V with the def2-TZVPD basis set

```
56
Properties=species:S:1:pos:R:3
Ni 0.27176 1.29639 0.04186
Se -3.90779 7.47066 -0.79277
N -2.19454 7.11075 -1.10306
C -1.99943 5.86352 -0.76947
C -0.70926 5.19333 -0.89155
C 0.45106 5.81073 -1.35974
C 1.61303 5.07304 -1.43658
C 1.59307 3.73196 -1.06934
N 0.49336 3.12902 -0.62524
C -0.63771 3.85724 -0.51697
C -1.78983 3.14791 0.03345
N -1.55919 1.87698 0.42415
C -2.56903 1.16944 0.91635
C -3.85195 1.70115 1.03986
C -4.08902 3.00344 0.66169
C -3.03160 3.75716 0.14748
C -3.14780 5.15152 -0.26735
N -4.26063 5.83130 -0.20126
H 0.41897 6.85225 -1.65059
H 2.53522 5.51334 -1.78651
H 2.48322 3.12385 -1.14742
H -2.32691 0.16134 1.22176
H -4.64282 1.08397 1.44073
H -5.06765 3.45452 0.75757
C -1.01723 -3.67288 1.00044
C -0.07962 -2.82063 1.86685
C 1.30373 -3.48377 1.92296
C -0.65332 -2.69513 3.28418
C 0.03397 -1.47943 1.27196
C 0.12136 -0.37248 0.78751
H -1.10971 -4.67333 1.42687
H -0.62717 -3.76805 -0.01403
H -2.01408 -3.23108 0.94815
H 1.22095 -4.47615 2.36944
H 1.99241 -2.89312 2.52805
H 1.72578 -3.59201 0.91799
H -0.74254 -3.68412 3.73695
H -1.64310 -2.23521 3.26629
H -0.00456 -2.08471 3.91240
C 3.08333 -1.18357 -0.31155
Te 1.97898 0.23054 -1.45196
C 0.83176 -1.42717 -2.13932
C 1.63990 -2.64425 -1.76419
C 1.28737 -3.89763 -2.25970
C 1.98107 -5.02726 -1.86385
C 3.03920 -4.91428 -0.97024
C 3.39854 -3.67138 -0.47967
C 2.70135 -2.53128 -0.87273
H 2.80588 -1.08601 0.73711
H 4.14113 -0.96152 -0.43703
H 0.67439 -1.33729 -3.21183
H -0.11952 -1.39394 -1.61011
H 0.46246 -3.98536 -2.95633
H 1.70104 -5.99615 -2.25480
H 3.58685 -5.79456 -0.66183
H 4.22484 -3.58161 0.21495
```

Computed properties:
charge: +1
E: -146972.1730 eV
orbital gap: 7.5 eV
maximum force: 0.01376 Eh/bohr
E_LUMO: -0.1366 hartree

Mulliken population analysis, charges in e, atoms 1 to 2:
1 Ni -0.272
2 Se 0.313